Record 1
Entry from OMol25: a structure of composition C45H95Be2ClN5O9 in a non-equilibrium geometry (wB97M-V/def2-TZVPD).

The geometry in ORCA input format:
```
! RIJCOSX wB97M-V def2-TZVPD def2/J DEFGRID3
* xyz 3 1
Be 20.292 -5.875 16.468
Be 12.571 -8.328 18.032
Cl 17.460 -8.467 20.022
O 17.307 -7.303 19.240
O 17.579 -8.027 21.403
O 16.297 -9.339 19.846
O 18.685 -9.077 19.577
C 18.489 -2.832 27.153
C 17.843 -3.773 28.174
C 17.347 -5.063 27.628
C 18.520 -6.075 27.323
C 19.167 -6.385 28.679
C 19.761 -5.128 29.410
N 18.762 -4.014 29.319
O 19.177 -2.906 29.893
C 20.092 -5.446 30.865
C 21.080 -4.671 28.721
C 16.612 -3.028 28.830
H 18.883 -1.927 27.615
H 17.861 -2.448 26.350
H 19.274 -3.384 26.636
H 16.519 -5.593 28.101
H 16.839 -4.830 26.693
H 19.297 -5.565 26.754
H 18.074 -6.915 26.790
H 19.807 -7.190 28.316
H 18.367 -6.775 29.309
H 21.113 -5.814 30.969
H 20.161 -4.574 31.514
H 19.439 -6.127 31.410
H 21.742 -5.509 28.504
H 20.890 -4.184 27.764
H 21.587 -3.988 29.402
H 16.934 -2.058 29.208
H 16.221 -3.660 29.627
H 15.888 -2.882 28.028
H 18.922 -3.103 30.797
C 7.655 -8.071 23.130
C 8.162 -7.120 21.938
C 7.612 -5.671 22.022
C 8.277 -4.755 23.085
C 9.808 -4.796 23.026
C 10.392 -6.239 23.046
N 9.677 -7.046 21.965
O 10.205 -8.310 21.784
C 11.792 -6.137 22.571
C 10.292 -6.864 24.426
C 7.661 -7.717 20.598
H 6.694 -8.521 22.880
H 7.566 -7.522 24.068
H 8.260 -8.933 23.408
H 7.358 -5.270 21.041
H 6.603 -5.851 22.393
H 7.974 -5.105 24.072
H 7.931 -3.742 22.881
H 10.198 -4.247 23.883
H 10.050 -4.260 22.109
H 12.359 -5.461 23.212
H 12.273 -7.115 22.571
H 11.836 -5.644 21.600
H 9.362 -6.635 24.948
H 10.370 -7.950 24.374
H 11.180 -6.572 24.986
H 6.579 -7.843 20.613
H 8.083 -8.653 20.231
H 7.826 -6.918 19.875
H 9.892 -8.800 22.547
C 18.894 -15.241 17.032
C 18.313 -16.648 17.131
C 17.158 -16.568 18.176
C 16.297 -17.843 18.211
C 15.761 -18.177 16.799
C 16.953 -18.296 15.776
N 17.906 -17.105 15.810
O 18.848 -16.966 14.744
C 17.587 -19.719 15.784
C 16.231 -18.204 14.464
C 19.414 -17.580 17.673
H 18.187 -14.638 16.463
H 19.794 -15.099 16.433
H 18.963 -14.698 17.974
H 17.573 -16.485 19.181
H 16.427 -15.788 17.962
H 15.446 -17.754 18.887
H 16.891 -18.707 18.508
H 15.051 -17.375 16.597
H 15.193 -19.094 16.959
H 18.301 -19.943 16.576
H 16.900 -20.565 15.830
H 18.295 -19.892 14.973
H 15.855 -17.184 14.377
H 17.047 -18.228 13.742
H 15.450 -18.960 14.549
H 20.020 -17.191 18.492
H 20.171 -17.719 16.900
H 19.107 -18.592 17.936
H 19.397 -17.722 14.961
C 25.742 -10.961 22.836
C 24.515 -11.944 22.365
C 24.787 -13.468 22.667
C 24.867 -13.812 24.191
C 23.522 -13.480 24.816
C 23.060 -11.998 24.562
N 23.263 -11.579 23.124
O 22.914 -10.224 22.872
C 21.455 -12.064 24.682
C 23.738 -10.992 25.520
C 24.306 -11.843 20.814
H 26.410 -10.833 21.984
H 26.194 -11.419 23.716
H 25.459 -9.967 23.181
H 23.996 -14.103 22.269
H 25.650 -13.909 22.168
H 25.694 -13.180 24.513
H 24.975 -14.895 24.247
H 23.552 -13.473 25.905
H 22.706 -14.152 24.551
H 21.231 -11.000 24.607
H 20.901 -12.655 23.953
H 21.153 -12.448 25.657
H 23.301 -11.142 26.508
H 24.816 -11.131 25.596
H 23.376 -9.977 25.358
H 25.192 -12.007 20.201
H 23.912 -10.877 20.498
H 23.538 -12.521 20.442
H 21.960 -10.251 22.967
C 25.366 -4.453 17.666
C 25.278 -4.131 19.103
C 25.864 -2.711 19.204
C 25.529 -1.893 20.436
C 24.028 -1.920 20.732
C 23.431 -3.391 20.739
N 23.826 -4.196 19.554
O 23.277 -5.446 19.651
C 23.926 -3.967 22.121
C 21.921 -3.260 20.986
C 26.172 -4.983 19.975
H 26.353 -4.269 17.242
H 24.582 -3.866 17.188
H 25.287 -5.540 17.667
H 26.944 -2.859 19.208
H 25.650 -2.118 18.315
H 25.852 -0.866 20.268
H 26.194 -2.246 21.224
H 23.559 -1.209 20.051
H 23.906 -1.474 21.719
H 23.506 -3.339 22.906
H 23.522 -4.978 22.178
H 24.995 -3.987 22.335
H 21.740 -2.629 21.857
H 21.479 -2.759 20.125
H 21.399 -4.210 21.101
H 27.214 -5.095 19.677
H 25.780 -5.995 20.081
H 26.247 -4.820 21.050
H 23.716 -5.789 20.433
*
```

Results
E_LUMO ... -11.706 eV
Energy relative to the best compared isomer or geometry (same formula, charge and spin) ... 222.19 kJ/mol
Molecular weight ... 903.758 Da
Kohn-Sham gap ... 1.08 eV
E_HOMO ... -12.786 eV
Max |F| ... 0.068 hartree/bohr

***

Record 2
Entry from OMol25: a cluster of 5 separate species, C45H95N5O5 in total in a non-equilibrium geometry (wB97M-V/def2-TZVPD).

The geometry in ORCA input format:
```
! RIJCOSX wB97M-V def2-TZVPD def2/J DEFGRID3
* xyz 0 1
C 3.047 0.302 -1.349
C 2.414 -0.301 -0.071
C 0.854 -0.413 -0.067
C 3.020 -1.728 0.117
C 2.785 -2.209 1.551
C 3.260 -1.220 2.597
C 2.795 0.239 2.474
C 1.426 0.323 3.168
C 3.893 1.077 3.164
N 2.896 0.557 1.040
O 2.529 1.908 0.822
H 2.383 0.080 -2.189
H 3.130 1.381 -1.273
H 3.990 -0.206 -1.528
H 0.415 -1.408 -0.195
H 0.512 -0.233 0.959
H 0.237 0.279 -0.644
H 2.511 -2.403 -0.569
H 4.085 -1.668 -0.100
H 1.747 -2.509 1.696
H 3.438 -3.075 1.692
H 4.339 -1.284 2.748
H 2.853 -1.592 3.545
H 0.836 -0.583 3.028
H 0.806 1.156 2.821
H 1.495 0.456 4.249
H 3.737 2.148 3.291
H 4.908 0.949 2.785
H 4.021 0.677 4.179
H 1.593 1.955 1.090
C -5.412 -1.183 5.511
C -4.460 -2.274 5.002
C -3.605 -2.869 6.124
C -5.359 -3.377 4.342
C -4.837 -3.989 3.034
C -3.323 -4.035 3.060
C -2.756 -2.608 3.067
C -1.283 -2.712 3.527
C -2.725 -2.014 1.664
N -3.606 -1.793 3.902
O -2.949 -0.591 4.285
H -5.943 -0.717 4.682
H -6.081 -1.683 6.209
H -4.825 -0.415 6.017
H -3.226 -3.848 5.839
H -2.728 -2.265 6.371
H -4.194 -2.832 7.045
H -5.291 -4.213 5.052
H -6.416 -3.116 4.328
H -5.260 -4.981 2.870
H -5.239 -3.361 2.234
H -2.980 -4.460 2.109
H -2.846 -4.725 3.756
H -1.154 -3.064 4.557
H -0.789 -1.739 3.619
H -0.602 -3.294 2.902
H -2.421 -2.700 0.865
H -2.019 -1.180 1.614
H -3.646 -1.629 1.217
H -3.517 0.128 3.989
C -0.890 2.438 -3.684
C -2.426 2.443 -3.408
C -2.793 3.848 -2.878
C -3.195 2.341 -4.751
C -3.434 0.892 -5.182
C -4.073 0.084 -4.045
C -3.203 0.115 -2.788
C -3.978 -0.617 -1.685
C -1.964 -0.787 -3.038
N -2.844 1.473 -2.375
O -2.193 1.546 -1.149
H -0.486 1.447 -3.488
H -0.659 2.760 -4.695
H -0.457 3.107 -2.939
H -2.391 4.660 -3.484
H -3.876 3.897 -2.773
H -2.334 4.022 -1.898
H -4.126 2.909 -4.757
H -2.574 2.761 -5.542
H -4.250 0.912 -5.915
H -2.579 0.444 -5.688
H -4.238 -0.940 -4.381
H -5.056 0.539 -3.897
H -4.777 0.011 -1.277
H -3.376 -1.003 -0.865
H -4.499 -1.467 -2.132
H -1.289 -0.748 -2.183
H -1.357 -0.352 -3.838
H -2.274 -1.772 -3.378
H -2.799 2.081 -0.620
C 6.264 7.443 0.311
C 5.346 6.350 0.792
C 5.031 5.320 -0.320
C 5.999 5.634 1.954
C 5.127 4.673 2.725
C 3.935 5.462 3.251
C 3.191 6.274 2.165
C 2.100 5.467 1.482
C 2.433 7.360 2.966
N 4.134 7.056 1.325
O 3.485 7.761 0.274
H 6.660 8.083 1.100
H 7.085 7.105 -0.327
H 5.776 8.156 -0.362
H 4.164 5.681 -0.877
H 5.818 5.160 -1.059
H 4.818 4.335 0.093
H 6.765 5.011 1.470
H 6.561 6.287 2.626
H 4.652 3.948 2.051
H 5.601 4.017 3.453
H 4.248 6.144 4.048
H 3.176 4.846 3.742
H 2.418 4.601 0.893
H 1.487 6.113 0.853
H 1.439 5.024 2.231
H 1.775 8.023 2.396
H 3.145 8.070 3.400
H 1.879 6.906 3.789
H 3.143 8.521 0.762
C -0.836 -6.519 -2.738
C -0.987 -5.030 -2.430
C -2.131 -4.747 -1.465
C 0.328 -4.527 -1.769
C 1.509 -4.174 -2.724
C 1.082 -3.464 -3.987
C -0.130 -4.082 -4.674
C -0.568 -2.982 -5.655
C 0.332 -5.355 -5.399
N -1.197 -4.257 -3.668
O -2.422 -4.582 -4.303
H -0.934 -7.028 -1.775
H -1.522 -6.939 -3.477
H 0.099 -6.798 -3.224
H -1.814 -5.148 -0.495
H -2.308 -3.686 -1.320
H -2.971 -5.372 -1.769
H 0.161 -3.635 -1.159
H 0.772 -5.298 -1.137
H 2.291 -3.583 -2.246
H 2.032 -5.114 -2.935
H 1.901 -3.584 -4.705
H 0.984 -2.395 -3.793
H 0.144 -2.823 -6.469
H -0.650 -2.073 -5.065
H -1.478 -3.114 -6.251
H -0.550 -5.935 -5.683
H 1.059 -5.954 -4.863
H 0.739 -5.022 -6.357
H -2.662 -3.769 -4.761
*
```

Results
SMILES ... CC1(C)CCCC(C)(C)N1O.CC1(C)CCCC(C)(C)N1O.CC1(C)CCCC(C)(C)N1O.CC1(C)CCCC(C)(C)N1O.CC1(C)CCCC(C)(C)N1O
E_LUMO ... 0.377 eV
Energy relative to the best compared isomer or geometry (same formula, charge and spin) ... 206.66 kJ/mol
Molecular weight ... 786.285 Da
Kohn-Sham gap ... 8.38 eV
E_HOMO ... -8.000 eV
Max |F| ... 0.061 hartree/bohr

***

Record 3
Entry from OMol25: a cluster of 10 separate species, C45H95N9O17S in total in a non-equilibrium geometry (wB97M-V/def2-TZVPD).

The geometry in ORCA input format:
```
! RIJCOSX wB97M-V def2-TZVPD def2/J DEFGRID3
* xyz 0 1
C -4.651 3.150 -1.104
N -5.431 1.929 -1.165
C -4.958 0.661 -0.780
C -5.754 -0.455 -1.081
C -7.029 -0.381 -1.610
C -7.528 0.883 -1.743
C -6.716 2.015 -1.529
C -7.864 -1.562 -1.924
C -7.515 -2.504 -2.930
C -8.283 -3.649 -3.044
N -9.271 -3.920 -2.176
C -9.561 -3.109 -1.125
C -8.779 -1.941 -0.918
C -9.974 -5.248 -2.290
H -5.139 3.813 -0.390
H -4.497 3.558 -2.103
H -3.646 2.842 -0.815
H -3.951 0.829 -0.427
H -5.248 -1.404 -0.986
H -8.563 1.017 -2.022
H -7.190 2.978 -1.650
H -6.623 -2.198 -3.457
H -8.071 -4.407 -3.784
H -10.259 -3.561 -0.436
H -8.889 -1.410 0.016
H -9.456 -5.912 -2.982
H -10.934 -5.056 -2.769
H -10.157 -5.653 -1.295
C 0.054 2.676 -0.896
C 0.449 1.531 0.050
O 1.597 1.072 -0.101
N -0.668 0.961 0.886
H -1.371 1.654 1.101
H -1.035 0.154 0.402
C -0.146 0.712 2.342
H -0.092 3.592 -0.322
H -0.970 2.591 -1.257
H 0.741 2.926 -1.705
H -1.057 0.257 2.731
H 0.240 1.645 2.753
H 0.698 0.044 2.169
C -3.425 4.553 2.855
C -2.553 3.497 2.111
O -1.364 3.804 1.856
O -2.995 2.416 1.796
H -2.938 4.672 3.823
H -4.406 4.122 3.053
H -3.410 5.522 2.355
S -2.302 -1.652 0.264
O -3.552 -1.416 0.972
O -1.931 -0.667 -0.752
O -1.134 -1.732 1.088
O -2.271 -3.017 -0.219
O -1.055 -1.325 4.976
C -2.235 -1.202 4.812
N -2.955 -1.750 3.881
C -2.932 -0.264 5.886
H -2.518 -2.463 3.315
H -3.827 -1.320 3.607
H -2.311 -0.401 6.771
H -3.999 -0.345 6.093
H -2.627 0.689 5.453
O -3.481 -0.031 -4.931
C -2.923 -0.581 -3.977
N -2.621 0.215 -3.024
C -2.829 -2.053 -3.828
H -2.797 1.210 -3.015
H -2.357 -0.259 -2.172
H -2.289 -2.538 -4.641
H -3.859 -2.401 -3.906
H -2.533 -2.336 -2.818
C -0.883 -5.199 -3.871
O -0.067 -4.648 -2.926
C 0.234 -5.637 -1.946
C 1.077 -5.015 -0.848
N 0.571 -3.651 -0.504
C 1.564 -2.815 0.086
C 2.001 -3.161 1.482
O 0.789 -3.476 2.169
C 0.915 -3.675 3.554
H -0.481 -6.157 -4.199
H -0.826 -4.558 -4.751
H -1.920 -5.361 -3.579
H 0.744 -6.448 -2.466
H -0.730 -5.933 -1.532
H 2.041 -4.847 -1.328
H 1.311 -5.705 -0.037
H 0.433 -3.303 -1.442
H 1.167 -1.800 0.098
H 2.406 -2.721 -0.600
H 2.608 -2.351 1.888
H 2.619 -4.055 1.410
H 1.671 -4.443 3.715
H -0.025 -3.879 4.068
H 1.290 -2.830 4.132
C -3.994 6.748 -0.291
O -2.637 6.477 0.110
C -1.629 7.270 -0.490
C -0.414 7.314 0.523
N 0.128 5.963 0.637
C 1.516 5.815 1.231
C 2.649 6.189 0.270
O 2.609 5.220 -0.750
C 3.391 5.470 -1.931
H -4.434 7.720 -0.071
H -4.678 6.052 0.195
H -4.042 6.586 -1.368
H -1.907 8.284 -0.777
H -1.353 6.730 -1.396
H -0.555 7.681 1.539
H 0.299 8.034 0.121
H -0.474 5.156 0.719
H 1.634 4.764 1.493
H 1.492 6.285 2.214
H 3.651 6.238 0.697
H 2.305 7.150 -0.112
H 4.232 4.785 -1.823
H 3.547 6.546 -2.003
H 2.700 5.245 -2.743
C 1.923 -1.782 -4.125
O 3.101 -1.310 -3.498
C 2.941 -0.054 -2.887
C 4.331 0.346 -2.163
N 4.603 -0.737 -1.206
C 5.790 -0.615 -0.443
C 6.959 -1.272 -1.201
O 6.719 -2.672 -1.524
C 7.827 -3.254 -2.154
H 2.209 -2.541 -4.852
H 1.457 -0.969 -4.682
H 1.181 -2.179 -3.432
H 2.230 0.107 -2.076
H 2.817 0.717 -3.647
H 4.134 1.238 -1.568
H 5.195 0.409 -2.824
H 4.475 -1.606 -1.704
H 5.549 -1.276 0.389
H 6.009 0.337 0.040
H 7.821 -1.226 -0.535
H 7.011 -0.608 -2.064
H 8.359 -2.621 -2.864
H 7.388 -4.055 -2.749
H 8.597 -3.657 -1.497
C 4.441 1.534 1.901
O 5.594 2.400 2.183
C 6.519 2.039 3.210
C 7.444 0.864 3.048
N 6.724 -0.364 2.944
C 7.652 -1.481 2.830
C 6.825 -2.749 2.747
O 5.991 -2.812 3.858
C 5.051 -3.922 3.983
H 3.784 1.536 2.770
H 4.767 0.556 1.547
H 3.959 2.040 1.064
H 5.968 1.911 4.142
H 7.110 2.917 3.471
H 8.175 0.778 3.853
H 8.105 0.987 2.190
H 5.816 -0.571 3.334
H 8.173 -1.614 3.777
H 8.293 -1.598 1.956
H 7.513 -3.590 2.835
H 6.380 -2.960 1.774
H 4.480 -3.888 4.910
H 5.621 -4.849 3.920
H 4.374 -3.999 3.132
*
```

Results
E_LUMO ... -3.314 eV
Molecular weight ... 1066.368 Da
Kohn-Sham gap ... 2.48 eV
E_HOMO ... -5.798 eV
Max |F| ... 0.123 hartree/bohr